[1]
This record from the Open Molecules 2025 dataset describes a structure of composition C16H24I2N5O2PtS2. The level of theory is ωB97M-V/def2-TZVPD.

E_LUMO (spin up / spin down) = -12.3 / -12.3 eV
Relative energy (zero: lowest compared OMol25 entry of this formula, charge and spin) = 33.3 kcal per mole
HOMO-LUMO gap (spin up / spin down) = 4.0 / 3.9 eV

Geometry as ORCA input:
```
! RIJCOSX wB97M-V def2-TZVPD def2/J DEFGRID3
* xyz 3 1
Pt 0.25053 -0.55968 0.61833
I -0.73470 0.35109 2.90308
C 1.24118 0.91626 3.47750
I 2.53795 -0.05675 2.09903
H 1.45819 0.57377 4.48407
H 1.35757 1.98926 3.37322
N -7.02099 -2.15300 -3.33755
C -6.23030 -2.03845 -2.28754
C -6.06105 -3.14252 -1.39034
C -5.25810 -3.01890 -0.30512
C -4.58745 -1.79313 -0.05719
C -4.73530 -0.69488 -0.94606
C -5.54347 -0.80904 -2.02875
S -3.70330 -1.60831 1.38566
O -4.02237 -2.62316 2.33916
O -3.55460 -0.23571 1.77127
N -2.19219 -1.95161 0.74602
C -1.49958 -2.99431 1.10534
S -1.97141 -4.36741 2.10536
C -0.41407 -4.93635 2.00543
C 0.43339 -4.06261 1.28432
N -0.17425 -3.02111 0.76121
H -7.52846 -3.00534 -3.52752
H -7.17180 -1.38350 -3.97375
H -6.60876 -4.05753 -1.57265
H -5.16653 -3.83221 0.40245
H -4.24242 0.24124 -0.72076
H -5.70548 0.03189 -2.68967
H -0.12384 -5.87472 2.45981
H 1.49057 -4.23038 1.13380
C -0.04932 1.97198 -1.26746
C 1.46186 1.78582 -1.27422
N 1.92770 0.78866 -2.25149
C 2.75273 1.34392 -3.35112
C 4.20148 1.52921 -2.93028
C 1.65362 -0.49743 -2.16961
C 2.10401 -1.42001 -3.26927
N 0.93366 -1.05095 -1.19378
H -0.30784 2.85599 -0.68632
H -0.59661 1.12274 -0.82870
H -0.43176 2.10451 -2.27913
H 1.84214 1.53067 -0.28508
H 1.94261 2.72243 -1.54531
H 2.29704 2.29666 -3.62005
H 2.67094 0.70531 -4.22410
H 4.29127 2.21973 -2.09152
H 4.77275 1.94301 -3.75977
H 4.65803 0.57993 -2.64815
H 1.63628 -1.15027 -4.21561
H 1.84609 -2.45016 -3.03890
H 3.18445 -1.36188 -3.39774
H 0.75959 -2.02863 -1.37190
*
```

---

[2]
This record from the Open Molecules 2025 dataset describes a structure of composition C16H24InO8. The level of theory is ωB97M-V/def2-TZVPD.

E_LUMO = -10.4 eV
HOMO-LUMO gap = 9.8 eV

Geometry as ORCA input:
```
! RIJCOSX wB97M-V def2-TZVPD def2/J DEFGRID3
* xyz 3 1
In -0.02110 -0.30307 0.47073
O 1.72879 -0.98333 -0.55317
C 2.27128 -0.18705 -1.31388
O 1.63302 0.78906 -1.97276
C 2.58545 1.83148 -2.43554
C 3.95568 1.15838 -2.34576
C 3.84418 -0.07831 -1.47617
H 2.46084 2.72944 -1.78229
H 2.36786 2.07989 -3.46380
H 4.83968 1.78963 -2.08809
H 4.07555 0.71511 -3.33444
H 4.29255 -0.01592 -0.50316
H 4.33053 -0.86156 -2.08726
O -0.62518 -1.07936 2.12123
C -0.89845 -1.67398 3.18728
O -2.11386 -1.65208 3.64680
C -2.31148 -2.78825 4.49185
C -1.02753 -2.84319 5.25532
C -0.10078 -2.62419 4.09005
H -2.43876 -3.69367 3.87130
H -3.21836 -2.61567 5.01410
H -0.80653 -3.78174 5.75662
H -0.93717 -2.04488 5.95432
H 0.13763 -3.59263 3.68491
H 0.78920 -1.98919 4.37092
O -1.31599 -0.29658 -1.15036
C -1.83876 -1.33992 -1.57871
O -1.04176 -2.02736 -2.43059
C -1.90394 -2.87957 -3.18470
C -3.37637 -2.20734 -2.99435
C -3.29993 -1.79089 -1.48350
H -1.93137 -3.89617 -2.83208
H -1.62866 -2.82701 -4.24766
H -4.18346 -2.89919 -3.25866
H -3.49952 -1.34268 -3.70227
H -3.38882 -2.75010 -0.95535
H -4.08858 -1.17261 -1.07176
O 0.32399 1.60362 1.05924
C 0.51640 2.58407 0.38120
O 0.27383 2.73744 -0.91071
C 0.52822 4.13356 -1.27196
C 0.34579 4.84233 0.07615
C 0.89359 3.80055 1.02894
H -0.23921 4.47682 -1.95479
H 1.56446 4.24647 -1.70819
H -0.67147 5.11149 0.22895
H 0.83163 5.85418 0.11114
H 0.36977 3.93753 2.03530
H 1.94710 3.81648 1.25564
*
```

---

The following E_tot values (in eV) correspond, in order, to the records above: -69615.89157; -38507.27387.